Entry from the OMol25 dataset: a gas-phase ion, C7H12N3 (charge +1) (ωB97M-V/def2-TZVPD).

Atoms and positions in Å:
C: 1.207 -1.202 -1.470
C: -1.092 1.944 -1.546
C: 1.005 -1.235 0.018
C: -0.332 -0.643 0.543
C: -0.212 0.835 0.388
C: 1.070 1.048 -1.614
C: -0.387 -1.021 2.041
N: 1.237 -0.157 -2.202
N: -1.232 1.451 -0.339
N: 0.067 1.849 -2.218
H: 1.345 -2.235 -1.943
H: -1.966 2.279 -2.104
H: 1.082 -2.322 0.470
H: 1.842 -0.616 0.493
H: -1.007 -1.201 -0.093
H: 0.069 1.419 1.174
H: 1.977 1.479 -1.302
H: -0.438 -2.044 2.265
H: -1.245 -0.719 2.545
H: 0.387 -0.739 2.664
H: -2.177 1.427 0.165
H: 0.359 2.485 -2.916

Values from the calculation:
orbital gap (spin up / spin down): 8.63 / 8.63 eV
relative energy (zero: lowest compared OMol25 entry of this formula, charge and spin): 447.6 kJ/mol
total charge: +1
HOMO energy (spin up / spin down): -12.4 / -12.4 eV

Results of the Mulliken charge analysis, in e, for atoms 1 through 6:
1. C -0.1104
2. C -0.0361
3. C -0.7937
4. C 0.7386
5. C -0.8007
6. C -0.1027

Entry from the OMol25 dataset: a molecular structure, C28H38FeN6O4P2 (ωB97M-V/def2-TZVPD).

Atoms and positions in Å:
Fe: -0.767 -0.321 0.189
C: -2.243 -1.607 3.269
P: -2.666 -1.197 1.555
C: -4.065 -0.049 1.698
C: -3.371 -2.710 0.843
C: -4.302 -3.471 1.548
C: -4.854 -4.606 0.980
C: -4.486 -4.985 -0.305
C: -3.564 -4.230 -1.011
C: -2.996 -3.092 -0.444
P: -1.781 -2.083 -1.354
C: -2.678 -1.456 -2.799
C: -0.607 -3.297 -2.018
H: -3.126 -1.894 3.839
H: -1.794 -0.727 3.731
H: -1.525 -2.426 3.270
H: -4.900 -0.504 2.230
H: -4.392 0.245 0.700
H: -3.731 0.841 2.230
H: -4.599 -3.179 2.548
H: -5.573 -5.194 1.535
H: -4.918 -5.869 -0.756
H: -3.288 -4.535 -2.014
H: -3.119 -2.269 -3.378
H: -1.974 -0.896 -3.414
H: -3.461 -0.776 -2.466
H: -1.116 -4.084 -2.575
H: -0.055 -3.729 -1.185
H: 0.084 -2.787 -2.689
C: -0.678 3.393 2.526
C: -0.841 2.467 1.358
O: -1.143 1.287 1.601
C: -0.676 2.968 0.000
C: -0.185 4.267 -0.219
C: -0.078 4.790 -1.484
C: -0.495 4.019 -2.576
C: -0.989 2.749 -2.395
C: -1.075 2.185 -1.109
O: -1.521 0.947 -0.999
H: -0.973 2.869 3.431
H: -1.267 4.301 2.408
H: 0.374 3.670 2.607
H: 0.126 4.865 0.626
H: 0.314 5.786 -1.636
H: -0.428 4.426 -3.577
H: -1.304 2.142 -3.232
C: 3.527 0.570 3.718
N: 2.584 -0.321 3.051
C: 2.567 -1.662 3.292
C: 1.730 -2.506 2.658
C: 0.811 -1.935 1.712
O: -0.034 -2.571 1.045
N: 0.835 -0.592 1.515
C: 1.728 0.248 2.104
O: 1.829 1.434 1.822
H: 4.082 0.000 4.458
H: 2.990 1.380 4.206
H: 4.217 1.005 2.997
H: 3.281 -2.007 4.029
H: 1.734 -3.567 2.851
C: 3.475 2.809 -3.171
C: 4.414 1.878 -2.411
C: 4.393 2.170 -0.912
C: 4.120 0.406 -2.713
N: 2.753 0.034 -2.356
C: 2.217 -0.207 -1.162
N: 0.920 -0.329 -1.318
N: 0.675 -0.172 -2.637
N: 1.764 0.047 -3.263
H: 3.768 3.847 -3.013
H: 2.444 2.703 -2.823
H: 3.490 2.611 -4.244
H: 5.434 2.035 -2.775
H: 3.386 2.118 -0.490
H: 4.759 3.179 -0.722
H: 5.037 1.479 -0.360
H: 4.793 -0.249 -2.159
H: 4.217 0.189 -3.774
H: 2.766 -0.265 -0.241

Values from the calculation:
orbital gap (spin up / spin down): 8.47 / 7.65 eV
relative energy (zero: lowest compared OMol25 entry of this formula, charge and spin): 0.0 kJ/mol
multiplicity: 6
total charge: +1
HOMO energy (spin up / spin down): -10.6 / -10.7 eV
expectation value of S²: 8.7625

Results of the Mulliken charge analysis, in e, for atoms 1 through 6:
1. Fe 1.7612
2. C -1.5723
3. P 1.4840
4. C -1.3818
5. C 0.0699
6. C -0.9042

For reference, E by record: -437.82781; -3665.59176 hartree.